# 1
C11H16O3S2 | ωB97M-V/def2-TZVPD

Element x y z (Å)
S (-2.01627, -0.86741, 1.30501)
S (-1.03567, -0.09990, -1.42328)
O (2.03721, -0.67403, -2.23011)
O (2.10786, 0.27354, 2.29226)
O (2.13018, -1.81968, 1.64527)
C (1.72685, -1.18363, -1.14632)
C (1.90068, -2.66000, -0.95574)
C (1.36647, 1.20097, -0.36558)
C (-2.55683, 0.87338, -1.23269)
C (2.30304, 1.94797, 0.58201)
C (1.84087, -0.66649, 1.35009)
C (-3.74925, 0.02070, -0.82864)
C (-0.80764, -0.72049, 0.14273)
C (1.86942, 1.66902, 1.98969)
C (1.20023, -0.28398, 0.03006)
C (-3.61462, -0.32787, 0.63936)
H (-2.68554, 1.27356, -2.24512)
H (0.42629, 1.80884, -0.51194)
H (1.91472, 1.17483, -1.32881)
H (-3.82253, -0.88019, -1.45018)
H (-4.67276, 0.59856, -0.96996)
H (-2.38977, 1.69119, -0.52501)
H (3.35703, 1.69782, 0.39703)
H (0.79482, 1.88182, 2.10872)
H (0.97405, -3.22571, -1.13311)
H (2.20759, 3.02315, 0.37915)
H (-0.04004, -1.54973, 0.23385)
H (2.26469, -2.87336, 0.04949)
H (2.66262, -2.97672, -1.67948)
H (-3.81654, 0.57062, 1.23639)
H (2.45277, 2.22215, 2.73112)
H (-4.32994, -1.11891, 0.91373)

Properties
HOMO energy	-7.602	eV
total charge	0
energy relative to the best compared isomer or geometry (same formula, charge and spin)	16.95	kcal per mole
total energy	-1450.7133	a.u.

These are the Mulliken partial charges, in e, on atoms 1 to 2:
1. S -0.162
2. S -0.025

=====

# 2
C6H11N | ωB97M-V/def2-TZVPD

Element x y z (Å)
N (3.47698, 0.08358, 0.12432)
C (-0.92542, 0.27204, 0.22000)
C (-2.68725, -1.48585, 0.72230)
C (1.33052, 1.22393, -0.39841)
C (-0.11660, 1.05139, -0.79394)
C (2.20135, 0.20372, -0.43174)
C (-2.04436, -0.38716, -0.07119)
H (-2.69487, 0.05426, -0.83438)
H (3.64266, 0.83916, 0.76856)
H (-3.62312, -1.09228, 1.14917)
H (-0.12635, 0.79037, -1.85237)
H (-2.08162, -1.81465, 1.56845)
H (1.97579, -0.69662, -0.98916)
H (3.70659, -0.84797, 0.42549)
H (1.73065, 2.14125, 0.01037)
H (-0.33861, -0.06301, 1.07631)
H (-2.92500, -2.36333, 0.12501)
H (-0.50134, 2.09119, -0.81880)

Properties
HOMO energy	-7.988	eV
SMILES	C/C=C/C/C=C/N
total charge	0
energy relative to the best compared isomer or geometry (same formula, charge and spin)	42.48	kcal per mole
total energy	-289.9040	a.u.

These are the Mulliken partial charges, in e, on atoms 1 to 2:
1. N -0.531
2. C -0.410

=====

# 3
C10H10S5 | ωB97M-V/def2-TZVPD

Element x y z (Å)
S (3.17752, -1.52744, 0.50770)
S (-3.82262, -0.97901, -0.61024)
S (1.60455, 2.24630, -1.23631)
S (1.49679, -2.25550, -0.23583)
S (-0.30107, -1.73342, 0.56232)
C (-0.94280, -0.59628, -0.69370)
C (-2.54054, 0.89171, 0.60675)
C (0.89085, 3.11411, 0.10993)
C (2.21473, 0.93039, -0.18072)
C (1.65747, 1.23432, 1.04289)
C (3.29282, 0.04082, -0.51988)
C (1.08008, 2.53283, 1.33507)
C (-3.96282, 1.19259, 0.74078)
C (-4.75100, 0.31275, 0.18743)
C (-2.33176, -0.14548, -0.32528)
H (-1.73512, 1.38600, 1.25800)
H (2.95938, -0.34512, -1.58878)
H (-3.97844, 2.28205, 1.35605)
H (4.31793, 0.37014, -0.36024)
H (2.11889, 0.58208, 1.85504)
H (0.49915, 4.00573, -0.11267)
H (-0.42012, 0.39835, -0.68094)
H (0.75982, 2.75645, 2.41705)
H (-0.79268, -0.87652, -1.72782)
H (-5.85371, 0.37944, -0.03780)

Properties
HOMO energy	-8.554	eV
SMILES	c1csc(CSSSCc2cccs2)c1
total charge	0
energy relative to the best compared isomer or geometry (same formula, charge and spin)	72.26	kcal per mole
total energy	-2377.8840	a.u.

These are the Mulliken partial charges, in e, on atoms 1 to 2:
1. S -0.058
2. S -0.112